{"formula": "C12H21BFN5O5P", "method": "wB97M-V/def2-TZVPD", "lumo_energy_ha": -0.213, "multiplicity": 1, "gap_ha": 0.241, "energy_ha": -1585.46378, "total_charge": 1, "homo_ev": -12.3, "largest_force_ev_per_a": 6.2, "symbols": ["C", "N", "C", "B", "O", "C", "C", "N", "P", "N", "O", "O", "C", "N", "C", "C", "C", "O", "O", "F", "H", "H", "H", "H", "H", "H", "H", "H", "H", "H", "H", "H", "H", "H", "C", "C", "C", "C", "N", "H", "H", "H", "H", "H", "H", "H"], "coordinates": [[1.453770, 0.886507, 0.132067], [0.894304, 0.216160, -1.085246], [1.460551, -1.155829, -1.272748], [-0.584247, 0.243672, -1.137673], [-1.260076, -0.445597, -2.231600], [-1.537892, 1.034491, -0.079385], [-1.413439, 2.570525, 0.133834], [-2.242705, 3.314810, 1.084990], [-1.986152, 5.082401, 1.281608], [-1.184418, 5.618173, 0.003212], [-3.466692, 5.923678, 1.327950], [-1.009260, 5.422846, 2.651278], [-3.276891, 2.665947, 1.892598], [-4.128895, 3.426785, 2.816874], [-3.473290, 1.120841, 1.760229], [-2.617786, 0.280366, 0.751338], [-2.921901, -1.276724, 0.710695], [-2.801466, -2.030106, -0.264879], [-3.445178, -1.853758, 1.951053], [-4.760773, -2.122342, 1.628907], [2.557118, 0.576330, 0.209048], [0.958460, 0.585321, 1.116153], [1.450699, 2.029330, -0.048751], [2.529601, -1.013032, -1.692989], [1.470760, -1.758356, -0.284445], [0.903415, -1.803405, -2.030391], [-1.604238, 0.213446, -2.882416], [-0.639280, 3.140647, -0.490919], [-0.299992, 6.058321, 0.336050], [-4.055414, 5.502807, 0.656564], [-1.423210, 6.227539, 3.070455], [-3.531571, 3.914006, 3.500269], [-4.816171, 2.817323, 3.279476], [-4.252427, 0.569366, 2.402884], [4.248173, -4.281826, -2.957791], [4.504301, -5.294252, -1.848536], [3.603010, -5.092089, -0.629734], [3.862689, -3.818558, 0.048870], [4.063012, -2.816037, 0.578430], [4.471119, -3.262965, -2.630312], [4.882939, -4.499437, -3.819765], [3.205619, -4.317230, -3.287675], [5.556699, -5.245712, -1.552103], [4.331113, -6.298868, -2.246748], [3.774191, -5.909679, 0.077185], [2.551812, -5.145858, -0.927925]], "forces_ev_per_a": [[1.591, 0.464, -0.167], [-3.205, -0.814, 2.067], [1.310, -0.906, -0.732], [0.837, -0.707, -2.426], [0.837, 2.014, 1.235], [-2.240, 2.653, 2.547], [-1.176, -3.327, 0.564], [-1.655, -2.228, 0.928], [3.042, 4.563, -2.884], [-0.631, -1.423, 2.444], [1.961, -3.044, 0.503], [-3.760, -0.337, -1.084], [0.009, -3.184, -0.473], [2.627, -1.565, -1.707], [2.303, 0.843, -2.204], [-0.387, 3.966, 1.688], [0.346, -2.306, -2.989], [-0.267, 3.539, 3.760], [1.706, 1.786, -0.791], [-1.167, -0.396, -0.263], [-1.591, 0.550, -0.025], [0.530, 0.498, -1.302], [-0.096, -1.847, 0.591], [-1.609, -0.518, 0.976], [0.233, 1.148, -1.474], [0.465, 1.312, 0.962], [0.196, -0.895, 0.743], [-1.523, -0.477, 1.376], [-0.821, -0.468, -0.524], [0.240, 0.527, 0.520], [0.647, -0.860, -0.192], [-0.655, -0.078, -0.270], [0.569, 0.324, -0.313], [1.379, 1.169, -1.075], [0.032, 0.047, -0.044], [0.150, 0.049, -0.389], [0.185, -0.342, 0.025], [-0.109, 0.210, 0.169], [-0.100, -0.295, -0.229], [-0.032, -0.050, 0.004], [-0.085, 0.054, 0.053], [0.065, 0.014, 0.002], [-0.137, -0.049, 0.079], [-0.005, 0.055, 0.177], [-0.063, 0.187, 0.072], [0.054, 0.146, 0.073]]}